[1]
{"formula": "CH8N2S2", "method": "ωB97M-V/def2-TZVPD", "e_lumo_ev": [3.19, 3.19], "spin_multiplicity": 2, "de_lowest_kcal_mol": 34.6, "energy_ha": -948.71373, "total_charge": -1, "symbols": ["S", "S", "H", "H", "N", "C", "N", "H", "H", "H", "H", "H", "H"], "xyz": [[-3.602497, -0.721697, 2.397739], [-3.513561, -2.370524, 3.601567], [-4.964928, -0.503437, 2.378167], [-2.525257, -2.977813, 2.918388], [2.319984, 0.231658, -2.240089], [1.580634, 1.173271, -1.481527], [1.343408, 0.628288, -0.107831], [3.170039, -0.082956, -1.796509], [1.726992, -0.492493, -2.569127], [0.576207, 1.555132, -1.869001], [2.317972, 2.009400, -1.647042], [0.440024, 0.145768, -0.121908], [1.130985, 1.405408, 0.537176]], "forces_ev_per_angstrom": [[-0.84, 3.24, -2.01], [0.37, -2.88, 2.15], [0.82, -0.38, -0.11], [-0.33, 0.03, -0.04], [-0.62, -0.33, -1.88], [0.20, 1.33, 0.61], [-0.24, 1.43, 0.26], [-0.37, -0.09, 0.21], [0.04, -1.14, -0.12], [1.47, -0.94, -0.41], [-1.16, 0.17, 1.80], [0.33, -0.11, -0.16], [0.33, -0.34, -0.29]]}

=====

[2]
{"formula": "C5H7IS", "method": "ωB97M-V/def2-TZVPD", "e_lumo_ev": -1.02, "de_lowest_kcal_mol": 46.0, "energy_ha": -890.48989, "smiles": "CC1(C(=S)I)CC1", "symbols": ["C", "C", "C", "S", "I", "C", "C", "H", "H", "H", "H", "H", "H", "H"], "xyz": [[-0.210598, -1.282148, -0.807502], [-0.038730, 0.113556, -0.098887], [-1.182023, 0.992701, -0.215852], [-1.478359, 2.543517, -0.400404], [-3.235933, -0.605355, 0.124909], [0.707914, 0.134055, 1.233881], [1.264834, 0.798544, -0.005768], [0.794890, -1.655442, -1.043037], [-0.840785, -0.939808, -1.619410], [-0.643003, -2.000629, -0.133357], [1.265637, -0.849381, 1.282528], [0.140400, 0.390774, 2.079619], [1.341684, 1.876001, 0.041686], [2.114076, 0.483616, -0.438408]], "forces_ev_per_angstrom": [[1.14, 2.18, 0.64], [-0.38, -1.73, -0.41], [-1.68, 0.64, 0.40], [0.18, -1.64, 0.20], [1.03, 1.25, -0.12], [1.59, -3.01, -2.14], [-1.88, 3.04, 2.62], [-0.33, 0.24, -0.54], [0.09, -1.37, -0.70], [-0.59, -0.04, 0.01], [-1.10, 0.97, 0.69], [0.02, 1.23, 0.99], [-0.75, 0.24, -0.31], [2.67, -1.98, -1.35]]}

=====

[3]
{"formula": "C7H6O", "method": "ωB97M-V/def2-TZVPD", "e_lumo_ev": 0.36, "de_lowest_kcal_mol": 121.2, "energy_ha": -345.33215, "smiles": "C1=C[C@@H]2C=COC2=C1", "symbols": ["C", "C", "C", "C", "C", "O", "C", "C", "H", "H", "H", "H", "H", "H"], "xyz": [[-2.272004, -0.089912, -0.072298], [-1.501931, 1.105878, -0.004258], [-0.045974, 0.786978, 0.235922], [1.249766, 1.126891, -0.323315], [2.096182, 0.000139, 0.028476], [1.363837, -1.125720, 0.068102], [0.020362, -0.769560, -0.003415], [-1.262801, -1.165792, 0.009358], [-3.326980, 0.089955, -0.060545], [-1.872090, 2.100403, -0.025362], [0.463376, 1.065458, 1.308509], [2.272063, 1.973905, -0.390347], [3.255867, 0.047907, -0.080517], [-1.404530, -2.239601, -0.519381]], "forces_ev_per_angstrom": [[4.48, 4.18, 0.63], [-0.23, -2.56, 0.29], [-0.57, -0.52, 1.55], [9.67, -0.43, 0.38], [-0.80, 4.36, -3.77], [-1.55, -2.66, 0.44], [0.28, 4.29, 2.78], [-0.44, -5.35, -3.46], [-0.47, -1.23, -0.20], [-0.40, 0.60, 0.08], [-2.77, -0.72, -1.44], [-4.38, -1.20, 0.34], [-2.50, -0.94, 0.40], [-0.33, 2.17, 1.99]]}